16
Properties=species:S:1:pos:R:3:forces:R:3:nbo_charge:R:1 method="wB97M-V/def2-TZVPD" homo_energy_ev=-11.4621 e_lumo_ha=-0.110 total_energy_ha=-416.48581 gap_ev=8.5 relative_energy_ev=3.088 charge=+1 largest_force_ev_per_a=4.0
O 1.68862 -0.53888 -0.88954 -0.567 -1.142 -0.805 -0.64
O 0.10294 -0.06974 -2.42445 -0.310 -3.369 -1.651 -0.62
O -0.15233 -1.84202 0.08778 0.517 1.960 0.355 -0.80
N 1.28156 1.56244 -1.47944 -0.774 0.969 -3.104 -0.79
N -0.30538 -0.04722 1.67638 -0.504 -2.412 1.724 -0.74
C 0.98507 0.27169 -1.60804 1.431 1.958 3.166 0.99
C -0.74916 -0.50584 0.27080 -2.554 -0.511 0.229 -0.25
H -1.95078 -0.57334 0.37469 2.693 -0.297 -0.245 0.15
H -0.53655 0.46955 -2.87348 -0.209 1.129 0.158 0.55
H 1.12088 2.04333 -2.40574 0.321 -0.008 2.005 0.41
H -0.49162 -0.54400 2.64008 -0.729 0.868 -1.910 0.39
H 0.67982 -0.16239 1.68686 1.406 0.646 -0.404 0.41
H 1.18672 -1.42305 -0.68995 -0.007 1.003 -0.203 0.55
H -0.58603 0.90791 1.66974 0.023 0.958 0.583 0.43
H 1.85881 2.00543 -0.78849 0.359 -0.433 0.014 0.44
H -0.79363 -2.51896 0.10602 -1.096 -1.318 0.088 0.50


70
Properties=species:S:1:pos:R:3:forces:R:3:lowdin_charge:R:1 method="wB97M-V/def2-TZVPD" s_squared=8.77 spin_multiplicity=6 homo_energy_ev="-12.1545 / -12.1713" e_lumo_ha="-0.233 / -0.230" total_energy_ha=-2521.05650 gap_ev="5.8 / 5.9" relative_energy_ev=0.521 charge=+2 largest_force_ev_per_a=3.6
Sm 0.44948 -0.65878 -0.32804 -0.263 -0.255 2.250 1.46
P -2.83222 -0.12893 -1.43553 -0.358 0.322 0.290 0.96
P 3.02605 -0.98091 -1.32358 0.835 0.250 -0.326 0.78
O 0.25590 0.25926 1.55233 0.146 -0.389 -3.542 -0.35
O -1.58188 -4.47519 -5.01469 -0.119 1.346 -0.421 -0.07
O 0.02650 -2.64336 0.08972 0.220 0.207 -0.844 -0.47
N 0.35960 0.50859 -2.62373 -0.460 0.128 -0.332 0.00
C -0.60792 1.48544 -4.58386 -0.093 0.171 -0.092 -0.01
C 1.58895 0.88468 -3.08110 0.020 0.049 0.478 -0.29
C 1.77896 2.53729 1.33788 0.061 0.347 0.054 -0.08
C 3.36229 1.73279 3.09565 0.182 -0.018 0.065 -0.06
C 2.87669 0.59819 -2.29263 0.126 0.143 -0.176 -0.29
C 1.94420 2.24645 2.84199 0.167 0.213 0.113 -0.35
C -3.55279 -0.42102 2.98304 0.007 0.203 -0.079 -0.07
C 0.62475 1.94947 -5.00743 0.296 -0.223 0.167 0.02
C -0.72965 0.83102 -3.37163 0.892 0.077 0.033 -0.29
C 1.73284 1.65162 -4.22399 0.106 0.108 -0.448 0.01
C -1.98655 -2.36013 2.68452 0.104 -0.156 -0.025 -0.06
C -0.13607 0.56423 5.56124 -0.314 -0.168 -0.019 -0.06
C 0.83376 1.30692 4.90551 -0.139 0.418 0.237 -0.04
C 0.89430 1.38043 3.52343 -0.341 -0.879 -0.858 -0.13
C -1.11459 -0.11211 4.82649 -0.282 0.227 0.097 -0.03
C 3.51425 -2.17926 -2.60106 -0.143 -0.376 -0.007 -0.24
C -3.41273 1.28022 -0.45722 0.398 0.210 0.624 -0.16
C -2.15042 -0.84973 2.58703 1.000 0.524 0.831 -0.39
C -2.18277 0.64463 -2.96070 -0.192 0.355 0.447 -0.22
C 4.52922 -0.74009 -0.31817 0.048 -0.002 0.176 -0.24
C -1.08987 -0.09719 3.44078 0.447 -0.209 -0.751 -0.11
C 0.01332 0.54347 2.79964 -0.605 0.110 2.782 -0.29
C -4.21140 -1.23540 -1.70905 0.154 -0.561 -0.143 -0.18
H -1.78132 -3.70495 -4.44995 0.108 -0.672 -0.216 0.01
H -4.42881 1.56754 -0.78009 0.412 -0.262 -0.173 0.09
H -2.73686 0.19449 -3.76063 -0.105 -0.666 -0.642 0.10
H -1.00181 -2.67722 2.33813 -0.083 0.022 0.096 0.06
H -5.09459 -0.71276 -2.07628 0.115 0.048 -0.103 0.08
H 4.11055 2.43393 2.70107 -0.148 -0.137 0.093 0.09
H 3.70720 0.56021 -3.01580 -0.258 0.251 0.175 0.10
H 2.35492 3.44248 1.08578 -0.159 -0.284 0.086 0.09
H 2.19731 1.72033 0.72120 -0.178 0.126 0.138 0.03
H 2.72976 2.00280 -4.49640 -0.355 -0.134 -0.008 0.14
H 0.22315 -3.57681 -0.05972 -0.283 0.184 0.165 0.02
H -4.45777 -1.71619 -0.75309 0.077 0.204 -0.067 0.08
H 4.52656 -1.98240 -2.97987 -0.283 0.038 0.113 0.07
H -3.79492 -0.73605 4.00078 -0.042 -0.044 -0.160 0.09
H -1.57123 -4.06110 -5.90562 0.025 -0.676 0.611 0.06
H 2.79788 -2.16363 -3.43446 0.187 -0.040 0.216 0.06
H -1.50695 1.67532 -5.15338 0.052 0.117 -0.131 0.13
H 1.55978 1.88191 5.47390 -0.127 -0.051 0.089 0.12
H 4.56932 -1.57036 0.40248 0.086 0.252 -0.195 0.06
H -2.73643 2.14941 -0.58570 -0.307 -0.537 0.116 0.09
H -1.90518 -1.04618 -0.79129 -0.600 0.825 -0.326 0.01
H -3.47997 1.02887 0.60805 0.076 -0.010 -0.137 0.05
H -2.12381 -2.71206 3.71438 0.008 0.162 -0.184 0.10
H -4.27783 -0.85746 2.29427 -0.222 -0.075 0.098 0.07
H 5.44219 -0.75224 -0.92966 -0.287 0.049 0.127 0.07
H -0.16994 0.54159 6.64519 0.073 -0.023 -0.128 0.11
H 1.86082 3.22075 3.34969 0.053 -0.157 -0.157 0.15
H 3.54591 1.60525 4.16581 0.048 -0.016 -0.171 0.08
H 0.72825 2.52092 -5.92441 -0.046 -0.072 0.118 0.14
H -3.90643 -2.03781 -2.39403 -0.178 0.213 0.044 0.08
H 3.49102 -3.17955 -2.14608 0.060 0.213 -0.231 0.06
H 3.51550 0.75903 2.61075 -0.053 0.082 0.087 0.07
H -3.64399 0.66612 2.95519 -0.090 0.054 0.025 0.08
H 0.73357 2.71933 1.06431 0.184 -0.063 -0.017 0.08
H 4.47451 0.20043 0.25074 -0.015 -0.297 -0.166 0.04
H 3.08784 1.45315 -1.61978 -0.153 -0.349 -0.207 0.10
H -2.63268 1.66083 -2.95467 0.251 -0.440 0.362 0.12
H -1.92466 -0.65216 5.33062 0.391 0.246 -0.041 0.12
H -1.96859 -0.53532 1.53998 -0.061 -0.105 0.137 0.07
H -2.73452 -2.85303 2.06173 -0.071 -0.154 -0.017 0.08


24
Properties=species:S:1:pos:R:3:forces:R:3:nbo_charge:R:1 method="wB97M-V/def2-TZVPD" homo_energy_ev=-8.7377 e_lumo_ha=0.031 total_energy_ha=-565.69495 gap_ev=9.6 smiles="C/C=C(/C)C(C)(C)[SiH3]" relative_energy_ev=3.701 largest_force_ev_per_a=4.0
Si 2.09334 -0.20603 -0.49806 0.774 0.996 -0.792 0.89
C 0.54550 0.40357 0.34289 -2.087 -0.757 0.580 -0.48
C -1.30895 -1.06058 -0.86022 0.099 2.191 -0.777 -0.21
C -0.83918 0.15227 -0.54895 3.010 -1.362 1.274 0.05
C 0.70792 1.96395 0.56957 -0.443 -3.849 0.080 -0.62
C -1.48358 1.40910 -0.94080 0.507 0.644 1.145 -0.64
C 0.35782 -0.29106 1.74282 -2.337 1.500 0.720 -0.62
C -0.92096 -2.41794 -0.46463 1.248 0.153 -1.764 -0.65
H -1.66473 1.88900 0.03477 -0.129 0.527 -0.656 0.21
H -2.42223 1.32725 -1.41205 -1.054 -0.439 -0.777 0.22
H -1.56702 -2.67062 0.26102 -2.806 -1.324 2.592 0.22
H -1.01988 -3.16101 -1.24400 0.032 -0.016 -0.376 0.22
H 2.42054 -1.63853 -0.56014 -0.023 -0.200 0.457 -0.16
H 0.79605 2.37608 -0.39006 -0.310 1.438 -0.796 0.21
H -0.10271 2.09206 1.23696 -0.968 1.532 0.159 0.22
H -2.15408 -0.90942 -1.52643 -0.342 -0.829 0.057 0.20
H 0.11795 -1.33691 1.70024 -0.120 -0.481 -0.419 0.21
H -0.60794 0.17352 2.31155 2.276 -0.796 -1.177 0.20
H 1.57642 2.05676 1.11847 2.021 0.642 1.095 0.21
H 1.73073 0.05267 -1.95888 0.747 0.283 0.530 -0.16
H -0.00427 -2.57875 0.04513 1.339 0.359 -0.091 0.21
H -0.80633 2.01258 -1.53961 -0.192 0.276 -0.030 0.21
H 3.34512 0.61360 0.16222 -1.441 -1.014 -1.007 -0.15
H 1.21047 -0.25154 2.41817 0.199 0.523 -0.026 0.21


What did the first record say?
16
Properties=species:S:1:pos:R:3:forces:R:3:nbo_charge:R:1 method="wB97M-V/def2-TZVPD" homo_energy_ev=-11.4621 e_lumo_ha=-0.110 total_energy_ha=-416.48581 gap_ev=8.5 relative_energy_ev=3.088 charge=+1 largest_force_ev_per_a=4.0
O 1.68862 -0.53888 -0.88954 -0.567 -1.142 -0.805 -0.64
O 0.10294 -0.06974 -2.42445 -0.310 -3.369 -1.651 -0.62
O -0.15233 -1.84202 0.08778 0.517 1.960 0.355 -0.80
N 1.28156 1.56244 -1.47944 -0.774 0.969 -3.104 -0.79
N -0.30538 -0.04722 1.67638 -0.504 -2.412 1.724 -0.74
C 0.98507 0.27169 -1.60804 1.431 1.958 3.166 0.99
C -0.74916 -0.50584 0.27080 -2.554 -0.511 0.229 -0.25
H -1.95078 -0.57334 0.37469 2.693 -0.297 -0.245 0.15
H -0.53655 0.46955 -2.87348 -0.209 1.129 0.158 0.55
H 1.12088 2.04333 -2.40574 0.321 -0.008 2.005 0.41
H -0.49162 -0.54400 2.64008 -0.729 0.868 -1.910 0.39
H 0.67982 -0.16239 1.68686 1.406 0.646 -0.404 0.41
H 1.18672 -1.42305 -0.68995 -0.007 1.003 -0.203 0.55
H -0.58603 0.90791 1.66974 0.023 0.958 0.583 0.43
H 1.85881 2.00543 -0.78849 0.359 -0.433 0.014 0.44
H -0.79363 -2.51896 0.10602 -1.096 -1.318 0.088 0.50


Repeat the third record exactly.
24
Properties=species:S:1:pos:R:3:forces:R:3:nbo_charge:R:1 method="wB97M-V/def2-TZVPD" homo_energy_ev=-8.7377 e_lumo_ha=0.031 total_energy_ha=-565.69495 gap_ev=9.6 smiles="C/C=C(/C)C(C)(C)[SiH3]" relative_energy_ev=3.701 largest_force_ev_per_a=4.0
Si 2.09334 -0.20603 -0.49806 0.774 0.996 -0.792 0.89
C 0.54550 0.40357 0.34289 -2.087 -0.757 0.580 -0.48
C -1.30895 -1.06058 -0.86022 0.099 2.191 -0.777 -0.21
C -0.83918 0.15227 -0.54895 3.010 -1.362 1.274 0.05
C 0.70792 1.96395 0.56957 -0.443 -3.849 0.080 -0.62
C -1.48358 1.40910 -0.94080 0.507 0.644 1.145 -0.64
C 0.35782 -0.29106 1.74282 -2.337 1.500 0.720 -0.62
C -0.92096 -2.41794 -0.46463 1.248 0.153 -1.764 -0.65
H -1.66473 1.88900 0.03477 -0.129 0.527 -0.656 0.21
H -2.42223 1.32725 -1.41205 -1.054 -0.439 -0.777 0.22
H -1.56702 -2.67062 0.26102 -2.806 -1.324 2.592 0.22
H -1.01988 -3.16101 -1.24400 0.032 -0.016 -0.376 0.22
H 2.42054 -1.63853 -0.56014 -0.023 -0.200 0.457 -0.16
H 0.79605 2.37608 -0.39006 -0.310 1.438 -0.796 0.21
H -0.10271 2.09206 1.23696 -0.968 1.532 0.159 0.22
H -2.15408 -0.90942 -1.52643 -0.342 -0.829 0.057 0.20
H 0.11795 -1.33691 1.70024 -0.120 -0.481 -0.419 0.21
H -0.60794 0.17352 2.31155 2.276 -0.796 -1.177 0.20
H 1.57642 2.05676 1.11847 2.021 0.642 1.095 0.21
H 1.73073 0.05267 -1.95888 0.747 0.283 0.530 -0.16
H -0.00427 -2.57875 0.04513 1.339 0.359 -0.091 0.21
H -0.80633 2.01258 -1.53961 -0.192 0.276 -0.030 0.21
H 3.34512 0.61360 0.16222 -1.441 -1.014 -1.007 -0.15
H 1.21047 -0.25154 2.41817 0.199 0.523 -0.026 0.21